Entry 1:
{"formula": "C12H18N4O3OsS", "method": "wB97M-V/def2-TZVPD", "e_homo_ev": [-16.4946, -16.4929], "charge": 2, "multiplicity": 1, "gap_ev": [6.97, 6.97], "de_lowest_kcal_mol": 0.0, "fmax_ev_per_a": 0.314, "elements": ["Os", "N", "C", "C", "O", "N", "C", "C", "O", "O", "H", "H", "H", "H", "H", "H", "C", "C", "C", "C", "C", "N", "H", "H", "H", "H", "H", "H", "H", "H", "H", "S", "C", "C", "N", "C", "H", "H", "H"], "positions_angstrom": [[-1.17309, 0.32385, 0.30050], [-1.83474, -0.32898, -1.55228], [-3.30628, -0.56239, -1.50693], [-3.91360, 0.46321, -0.57530], [-5.02947, 0.85581, -0.57841], [-2.92897, 0.92075, 0.39248], [-3.13129, 2.21260, 0.98535], [-1.88204, 3.06251, 0.52445], [-1.85410, 4.23548, 0.54195], [-0.85042, 2.23734, 0.20586], [-1.62571, 0.40223, -2.23353], [-1.35911, -1.16502, -1.88664], [-3.49357, -1.55826, -1.10344], [-3.76143, -0.48898, -2.49282], [-3.03733, 2.17072, 2.07283], [-4.07176, 2.67745, 0.70310], [3.93657, 1.26327, 0.92887], [3.46464, 0.44150, -0.28369], [3.71717, 1.20476, -1.59935], [4.12686, -0.94625, -0.31169], [2.01843, 0.25837, -0.16202], [0.87909, 0.11904, -0.07793], [5.01136, 1.41146, 0.83151], [3.74859, 0.74015, 1.86599], [3.45860, 2.24164, 0.95918], [4.79185, 1.35655, -1.69198], [3.23360, 2.18080, -1.59383], [3.37768, 0.63583, -2.46439], [5.20197, -0.80076, -0.40828], [3.78817, -1.53541, -1.16378], [3.94214, -1.49714, 0.61030], [-0.81105, -4.20981, 0.96762], [-1.90103, -3.52345, 2.08778], [-2.01221, -2.19164, 1.88362], [-1.25542, -1.72196, 0.82597], [-0.57146, -2.70457, 0.25955], [-2.39225, -4.12103, 2.83901], [-2.62010, -1.50841, 2.45635], [0.11973, -2.55129, -0.55597]], "atomic_forces_ev_per_a": [[-0.25, -0.07, -0.18], [0.05, -0.14, 0.05], [-0.04, 0.01, 0.01], [0.05, -0.04, -0.05], [-0.01, -0.02, 0.00], [0.06, 0.18, 0.07], [0.03, 0.05, 0.03], [-0.08, -0.02, 0.18], [0.02, -0.01, -0.06], [0.20, 0.00, 0.05], [0.01, -0.01, 0.01], [-0.03, -0.02, 0.01], [0.00, -0.01, -0.02], [0.00, 0.01, 0.01], [-0.07, 0.00, -0.01], [0.00, -0.01, -0.03], [0.00, 0.00, 0.01], [0.06, 0.04, -0.03], [-0.01, -0.01, 0.02], [-0.01, 0.00, 0.01], [-0.07, -0.04, -0.06], [0.03, 0.11, 0.05], [0.00, 0.00, 0.00], [0.00, 0.00, 0.00], [0.00, 0.00, 0.00], [0.00, 0.00, 0.00], [0.00, 0.00, 0.00], [0.00, 0.00, 0.00], [0.00, 0.01, 0.00], [0.00, 0.00, 0.00], [0.00, 0.00, 0.00], [-0.02, 0.04, -0.03], [0.03, 0.00, 0.01], [-0.03, 0.03, 0.01], [0.08, -0.01, -0.09], [0.01, -0.05, 0.04], [0.00, 0.00, 0.00], [0.00, 0.00, -0.01], [0.00, 0.00, 0.00]]}

=====

Entry 2:
{"formula": "C5H16N3", "method": "wB97M-V/def2-TZVPD", "smiles": "NCCCNCC[NH3+]", "e_homo_ev": -12.3267, "charge": 1, "multiplicity": 1, "gap_ev": 9.11, "de_lowest_kcal_mol": 64.6, "fmax_ev_per_a": 4.594, "elements": ["N", "C", "C", "C", "N", "C", "C", "N", "H", "H", "H", "H", "H", "H", "H", "H", "H", "H", "H", "H", "H", "H", "H", "H"], "positions_angstrom": [[2.54545, -1.07883, 0.82469], [1.24229, -1.67538, 0.45198], [0.95331, -1.53491, -1.07910], [-0.40839, -0.85779, -1.28719], [-0.34022, 0.59262, -0.96821], [-1.65600, 1.16413, -0.73989], [-1.54243, 2.06099, 0.60196], [-0.77768, 1.29932, 1.64002], [3.27407, -1.75590, 1.04450], [2.99770, -0.58639, 0.05856], [0.54549, -1.12357, 1.07847], [1.21910, -2.70926, 0.79132], [0.90189, -2.58103, -1.40304], [1.72752, -1.05353, -1.67157], [-0.43324, -0.84275, -2.39448], [-1.20359, -1.45647, -0.88081], [0.47515, 1.01018, -1.36548], [-2.31751, 0.40461, -0.36141], [-1.96667, 1.96966, -1.41231], [-1.07851, 3.03044, 0.46538], [-2.54858, 2.22953, 0.99781], [-0.34796, 0.43430, 1.26264], [-1.35199, 1.27037, 2.47901], [0.09083, 1.78967, 1.86713]], "atomic_forces_ev_per_a": [[0.92, -0.17, -0.05], [1.94, 0.94, -0.51], [-1.21, -1.09, 2.00], [2.61, 0.73, -3.19], [-1.63, -2.51, 1.99], [2.51, 3.01, 2.40], [-0.69, -0.59, -0.86], [0.88, 1.00, 0.05], [-0.53, -0.17, 0.32], [-0.56, 0.15, -0.05], [-0.73, -0.13, -0.20], [-0.13, -0.02, -0.14], [-0.15, 0.36, -0.56], [0.19, 0.20, 0.31], [-1.04, -0.68, 0.26], [-0.51, 0.38, 0.46], [-0.31, 0.84, -0.50], [-0.61, -0.40, -1.13], [-0.66, -1.02, -0.65], [0.22, -0.03, -0.20], [0.18, 0.02, -0.04], [-0.85, -0.33, -0.17], [0.35, -0.78, 0.17], [-0.21, 0.31, 0.29]]}

=====

Entry 3:
{"formula": "C5H8N", "method": "wB97M-V/def2-TZVPD", "smiles": "C=C[N@+]12C[C@@H]1C2", "e_homo_ev": -14.5881, "charge": 1, "multiplicity": 1, "gap_ev": 11.22, "de_lowest_kcal_mol": 104.2, "fmax_ev_per_a": 3.113, "elements": ["C", "C", "N", "C", "C", "C", "H", "H", "H", "H", "H", "H", "H", "H"], "positions_angstrom": [[-2.09505, -0.17490, 0.05258], [-1.08256, 0.67104, 0.07270], [0.18585, 0.19290, -0.15255], [1.52780, 0.88839, -0.29112], [1.36673, -0.15697, 0.67438], [0.75459, -1.14547, -0.26399], [-3.11677, 0.01797, 0.28154], [-2.23033, -1.29054, -0.09650], [-1.14886, 1.82848, 0.22290], [1.61507, 1.84097, 0.14571], [1.95695, 0.74857, -1.19550], [1.16450, 0.06911, 1.66356], [1.18122, -1.15722, -1.28019], [0.09483, -2.01112, 0.13462]], "atomic_forces_ev_per_a": [[-1.36, -1.94, 0.23], [-2.07, 2.08, 0.81], [2.59, 0.66, -1.44], [-1.71, 0.78, 1.98], [-0.46, -1.21, -1.25], [-1.37, -1.52, 0.39], [-0.49, 1.62, 0.13], [1.76, 1.16, -0.16], [0.02, -2.49, -0.20], [-0.31, 1.35, 0.14], [1.48, -0.57, -2.68], [0.42, -0.49, 2.14], [0.17, -1.10, 0.76], [1.34, 1.66, -0.84]]}

=====

Entry 4:
{"formula": "C17H36N3O15P2", "method": "wB97M-V/def2-TZVPD", "e_homo_ev": -12.1058, "charge": 1, "multiplicity": 1, "gap_ev": 8.29, "fmax_ev_per_a": 2.757, "elements": ["C", "P", "O", "C", "O", "C", "O", "C", "N", "C", "C", "C", "N", "N", "C", "P", "O", "O", "O", "H", "H", "H", "H", "H", "H", "H", "H", "H", "H", "H", "H", "H", "H", "H", "H", "H", "H", "C", "O", "C", "O", "O", "C", "H", "H", "H", "H", "H", "H", "C", "O", "C", "O", "O", "C", "H", "H", "H", "H", "H", "H", "C", "O", "C", "O", "O", "C", "H", "H", "H", "H", "H", "H"], "positions_angstrom": [[5.00107, 2.45307, 1.42222], [3.97120, 2.89461, -0.06752], [3.19360, 4.32693, 0.39768], [2.56716, 1.63783, -0.32914], [1.40313, 2.36554, -0.75177], [0.58549, 2.68328, 0.32542], [-0.34296, 3.67631, -0.07736], [-0.42764, 4.60280, 0.85490], [-0.63696, 5.29901, 1.74136], [-0.14036, 1.41072, 0.84530], [-1.49546, 1.08013, 0.16065], [-2.56425, 0.84100, 1.27669], [-3.17884, 2.16438, 1.58409], [0.78687, 0.25974, 0.62695], [2.22476, 0.67818, 0.85611], [3.17884, -0.93319, 0.79819], [2.84158, -1.52984, -0.51813], [2.51471, -1.89914, 1.97279], [4.76241, -0.74911, 1.07729], [5.14272, 3.36191, 2.02484], [5.99513, 2.19514, 1.05064], [4.58914, 1.68981, 2.08754], [3.36385, 4.44373, 1.33861], [2.82466, 0.99701, -1.18321], [1.14722, 3.12028, 1.16332], [-0.26539, 1.51194, 1.92984], [-1.40665, 0.13049, -0.38664], [-1.85136, 1.86302, -0.50882], [-3.31100, 0.11392, 0.95060], [-2.08711, 0.40640, 2.17228], [-2.48902, 2.86361, 1.33092], [-3.23784, 2.22009, 2.59600], [0.50676, -0.56018, 1.16767], [0.75877, -0.03252, -0.35911], [2.25233, 1.16292, 1.84096], [1.96708, -1.38335, 2.57315], [4.91211, -0.86005, 2.02726], [2.80947, 3.79464, -3.70767], [3.82396, 3.80418, -4.70413], [4.21695, 2.58373, -5.06986], [3.79377, 1.54800, -4.62593], [5.15504, 2.71289, -6.00140], [5.67318, 1.47367, -6.48989], [2.56644, 4.82863, -3.47712], [1.91279, 3.29623, -4.07514], [3.17345, 3.30349, -2.80681], [4.88566, 0.88470, -6.95690], [6.14429, 0.91001, -5.68616], [6.42313, 1.71573, -7.23755], [-7.21148, -0.94589, 3.29022], [-6.74636, -2.29717, 3.30723], [-5.42644, -2.42203, 3.38961], [-4.63249, -1.51811, 3.44648], [-5.13620, -3.72164, 3.39676], [-3.74349, -4.01494, 3.47846], [-8.29482, -0.98375, 3.22149], [-6.93368, -0.43179, 4.20890], [-6.82087, -0.41484, 2.42331], [-3.32125, -3.62397, 4.40349], [-3.21413, -3.61144, 2.61529], [-3.64589, -5.09699, 3.47635], [-4.67420, -5.04085, -1.11115], [-3.54924, -4.30189, -0.62442], [-2.38465, -4.67091, -1.15642], [-2.21807, -5.53225, -1.97119], [-1.42692, -3.90769, -0.61662], [-0.10917, -4.19271, -1.09402], [-5.55380, -4.65027, -0.60673], [-4.79034, -4.90133, -2.18441], [-4.57094, -6.09814, -0.87423], [-0.03847, -4.01777, -2.16626], [0.17680, -5.21527, -0.85450], [0.56956, -3.51419, -0.58590]], "atomic_forces_ev_per_a": [[-0.64, 0.26, 0.13], [0.98, 1.37, -1.25], [0.28, -1.63, 0.27], [-0.06, -0.38, 1.11], [-0.19, -0.26, 0.11], [0.51, -0.28, 0.79], [0.27, 0.41, 0.29], [-0.62, -0.81, -0.74], [0.18, 0.48, 0.29], [-1.00, 0.54, -0.74], [-0.33, -1.07, 1.33], [0.13, 0.75, -0.50], [0.76, -0.95, 0.36], [0.72, 0.15, -0.47], [0.14, -0.26, 0.43], [-0.35, -2.11, -1.73], [0.52, 1.02, 1.20], [0.96, 1.76, -0.81], [-2.20, -0.01, 0.31], [-0.11, -0.11, -0.19], [-0.23, -0.29, 0.09], [0.23, 0.02, -0.08], [-0.26, 0.43, 0.18], [0.19, 0.31, 0.07], [0.22, -0.12, -0.32], [-0.03, -0.03, -0.18], [0.12, 0.35, -0.21], [0.19, -0.11, -0.03], [-0.05, 0.24, -0.04], [-0.04, -0.05, -0.26], [-0.24, 0.32, 0.04], [-0.46, 0.25, -0.03], [-0.16, 0.01, -0.01], [-0.17, -0.09, 0.02], [0.05, -0.01, -0.18], [0.07, -0.20, 0.62], [0.54, -0.03, 0.12], [-0.31, 0.15, 0.18], [-0.02, 0.02, 0.00], [0.21, 0.19, -0.19], [-0.07, -0.15, 0.14], [-0.03, 0.00, 0.03], [0.20, -0.22, -0.20], [0.16, 0.04, -0.12], [0.05, -0.09, 0.04], [-0.04, -0.06, -0.03], [-0.03, -0.03, 0.12], [-0.12, -0.03, 0.03], [-0.05, 0.19, 0.04], [-0.23, 0.26, 0.00], [0.02, 0.02, -0.01], [-0.29, -0.23, -0.02], [0.24, 0.15, -0.04], [0.03, 0.01, -0.01], [0.27, -0.16, 0.01], [0.03, -0.19, 0.00], [0.11, 0.00, -0.06], [0.10, 0.01, 0.07], [-0.01, 0.09, -0.06], [-0.02, 0.08, 0.04], [-0.18, 0.00, -0.01], [-0.38, -0.12, -0.04], [0.06, 0.09, 0.07], [-0.21, 0.05, 0.11], [0.09, -0.09, -0.10], [0.15, 0.22, 0.13], [0.22, -0.04, -0.08], [0.13, 0.12, 0.09], [0.11, -0.09, 0.00], [0.08, 0.01, -0.10], [-0.06, -0.14, -0.01], [-0.07, -0.03, -0.12], [-0.07, 0.11, 0.12]]}